The following is a quantum chemistry calculation of a structure of composition C26H32AlBCl8F11LiN3NaO7P in a non-equilibrium geometry, from OMol25.

Structure (XYZ):
```
92
Properties=species:S:1:pos:R:3:mulliken_charge:R:1
C -4.702 2.489 -3.789 -0.24
O -3.752 1.361 -3.641 -0.28
C -2.569 1.526 -4.499 -0.47
C -1.166 0.934 -3.814 -0.45
C -0.446 2.081 -2.833 1.08
C -0.503 1.418 -1.300 0.14
C 0.730 0.449 -0.822 -0.45
C 1.950 0.168 -1.905 -0.44
N 2.844 1.425 -1.921 -0.48
C 0.666 -0.177 0.690 0.52
C 1.908 -1.114 1.201 0.27
C 2.799 -0.232 2.308 0.25
C 2.784 1.407 2.135 -0.71
N 3.558 -0.800 3.307 -0.56
C -0.686 0.198 1.597 0.67
C -0.785 -0.465 3.087 -0.70
C -1.610 -1.916 3.015 0.67
C -3.177 -2.047 2.482 -0.20
C -3.982 -3.508 2.382 -0.43
C -3.254 -4.931 2.793 -0.55
C -1.700 -4.829 3.338 -0.32
C -0.894 -3.367 3.441 0.25
C 0.676 -3.481 3.973 -0.85
C -1.869 1.176 1.026 0.06
C -3.227 1.652 1.786 0.63
F -3.434 1.192 3.165 -0.23
F -4.400 1.121 0.994 -0.21
F -3.410 3.152 1.819 -0.22
N -1.701 1.712 -0.413 0.00
O -2.659 2.506 -0.994 -0.17
H -5.431 2.274 -4.681 0.31
H -4.184 3.526 -3.953 0.41
H -5.374 2.603 -2.810 -0.05
H -2.776 0.955 -5.524 0.20
H -2.363 2.658 -4.808 0.32
H -1.501 -0.018 -3.206 0.35
H -0.443 0.548 -4.660 0.15
H -0.999 3.109 -2.910 0.75
H 0.675 2.291 -3.183 -1.90
H 1.425 0.019 -2.967 0.02
H 2.548 -0.819 -1.709 0.31
H 2.311 2.243 -1.496 0.39
H 2.962 1.612 -2.962 0.14
H 2.669 -1.438 0.375 0.38
H 1.475 -2.099 1.675 -0.56
H 2.985 1.619 0.991 0.13
H 1.734 1.843 2.421 0.18
H 3.569 1.917 2.854 0.35
H 3.454 -1.845 3.255 0.24
H -1.193 0.249 3.930 0.50
H 0.311 -0.769 3.453 0.05
H -3.802 -1.114 2.120 0.03
H -5.103 -3.524 1.984 0.33
H -3.870 -5.920 2.669 0.34
H -1.170 -5.851 3.631 0.33
H 0.714 -4.400 4.731 0.41
H 1.046 -2.531 4.549 0.29
H 1.331 -3.788 3.054 0.20
H -2.207 3.416 -1.096 0.40
Cl 0.310 -0.296 -5.730 -0.36
Al -6.680 1.084 -3.291 0.69
B 8.813 -1.124 1.626 0.57
O 8.733 -0.272 2.818 -0.39
C 7.723 -0.734 3.567 0.63
O 7.385 -0.248 4.634 -0.61
C 7.117 -1.867 2.922 0.68
O 6.174 -2.516 3.344 -0.64
O 7.746 -2.120 1.766 -0.41
F 10.109 -1.782 1.566 -0.36
F 8.600 -0.328 0.427 -0.39
O -0.976 -3.298 -4.095 -0.54
H -0.535 -2.688 -4.658 0.27
C -6.476 4.100 0.459 0.24
Cl -7.310 2.770 1.302 -0.08
Cl -7.606 4.887 -0.671 -0.09
Cl -5.902 5.292 1.652 -0.08
Cl -5.086 3.450 -0.447 0.02
F -2.335 1.894 -8.604 -0.33
P -3.848 1.742 -8.265 0.89
F -3.618 0.203 -8.184 -0.33
F -3.285 2.768 -7.236 -0.30
F -4.801 1.228 -7.144 -0.26
F -4.114 1.564 -9.790 -0.30
F -4.939 2.793 -8.630 -0.34
Li 2.138 2.608 -4.103 0.91
C 7.113 -1.248 7.956 -0.02
Cl 8.239 -1.168 9.316 -0.17
Cl 6.758 -2.924 7.522 -0.16
H 6.182 -0.748 8.235 0.25
H 7.558 -0.744 7.095 0.10
Cl 0.548 -4.173 1.337 -0.57
Na -0.515 -3.970 -1.031 0.90
```

Total energy = -197504.4304 eV
LUMO = -9.05 eV
Largest force on an atom = 6.61 eV/Å
Kohn-Sham gap = 1.420 eV
Net charge = +1
Molar mass = 1089.857 g/mol

The following is a quantum chemistry calculation of a structure of composition C26H32AsCl2N3O2S6Si2Ta in a non-equilibrium geometry, from OMol25.

Structure (XYZ):
```
75
Properties=species:S:1:pos:R:3:mulliken_charge:R:1
Ta 0.295 -0.146 -0.545 -0.70
S -1.805 -1.376 -4.097 -0.28
C -0.709 -0.773 -3.060 0.31
S 0.743 -1.583 -2.519 -0.06
S -0.935 0.859 -2.327 -0.31
S 2.554 0.811 -1.423 -0.10
C 3.613 -0.586 -1.402 0.58
C 4.739 -0.601 -2.223 -0.85
C 5.562 -1.715 -2.292 0.49
C 6.703 -1.699 -3.178 -0.18
N 7.605 -1.682 -3.890 -0.56
C 5.268 -2.842 -1.518 0.60
C 4.175 -2.819 -0.663 -1.07
C 3.339 -1.707 -0.590 0.22
S 2.002 -1.672 0.550 -0.09
C 6.058 -4.047 -1.627 -0.17
N 6.666 -5.019 -1.716 -0.57
H 4.966 0.265 -2.830 0.52
H 3.964 -3.679 -0.042 0.56
Cl -1.757 0.791 0.821 -0.35
C -3.149 -0.263 0.549 0.38
C -4.416 0.235 0.770 -0.90
C -5.494 -0.598 0.512 -0.46
C -5.271 -1.878 0.030 -0.68
C -3.978 -2.342 -0.167 0.26
Cl -3.759 -3.946 -0.762 -0.23
C -2.863 -1.543 0.099 0.23
S -1.206 -2.111 -0.132 -0.10
H -4.549 1.250 1.121 0.43
H -6.504 -0.251 0.683 0.37
H -6.100 -2.530 -0.212 0.41
C -1.433 2.043 3.642 -1.11
Si 0.013 2.838 2.731 0.75
C 1.403 2.881 4.021 -1.28
C -0.583 4.588 2.422 -1.16
As 1.009 1.623 0.974 0.42
Si 2.588 3.376 0.728 1.14
C 4.226 2.591 1.203 -1.11
C 2.508 5.007 1.656 -1.39
C 2.623 3.936 -1.068 -1.34
H -1.374 2.259 4.715 0.45
H -1.461 0.962 3.503 0.00
H -2.385 2.437 3.275 0.41
H 1.149 2.237 4.868 0.42
H 1.614 3.883 4.402 0.46
H 2.329 2.486 3.601 0.25
H -0.363 5.217 3.288 0.34
H -1.665 4.574 2.264 0.38
H -0.144 5.055 1.540 0.31
H 4.949 3.310 1.598 0.42
H 4.649 2.106 0.320 0.27
H 4.078 1.797 1.939 0.29
H 2.098 4.995 2.664 0.27
H 1.944 5.743 1.081 0.34
H 3.550 5.335 1.710 0.44
H 1.805 3.491 -1.638 0.35
H 3.548 3.625 -1.556 0.33
H 2.531 5.024 -1.144 0.37
O 1.835 -1.299 3.949 -0.54
C 0.530 -1.042 3.866 -0.03
O -0.065 -0.959 2.826 0.05
C -0.155 -0.820 5.222 0.55
N 0.706 -1.317 6.307 -0.69
C 0.190 -2.665 6.601 -0.70
C -1.328 -2.543 6.481 -0.67
C -1.506 -1.572 5.300 -0.71
H -0.277 0.259 5.300 0.35
H 0.620 -0.725 7.122 0.32
H 2.022 -1.322 4.912 0.38
H 0.542 -3.015 7.570 0.46
H 0.569 -3.345 5.833 0.24
H -1.736 -2.113 7.399 0.26
H -1.812 -3.504 6.308 0.35
H -2.337 -0.886 5.452 0.35
H -1.684 -2.101 4.364 0.31
```

Total energy = -204255.1564 eV
LUMO = 1.57 eV
Largest force on an atom = 3.25 eV/Å
Kohn-Sham gap = 6.270 eV
Net charge = -1
Molar mass = 993.911 g/mol

The following is a quantum chemistry calculation of a cluster of 2 separate species, C26H32BF3O2 in total in a non-equilibrium geometry, from OMol25.

Structure (XYZ):
```
64
Properties=species:S:1:pos:R:3:mulliken_charge:R:1
C -5.682 -0.419 -0.920 -1.70
C -4.679 0.636 -0.504 1.46
C -4.847 1.815 -1.461 -1.88
O -3.360 0.088 -0.687 -0.62
B -2.606 0.672 0.315 1.28
C -1.079 0.848 0.219 0.26
C -0.270 -0.023 -0.530 -1.03
C 1.056 0.310 -0.790 -0.50
C 1.561 1.511 -0.311 0.23
C 2.915 1.983 -0.768 0.78
F 3.490 2.827 0.144 -0.27
F 3.778 0.934 -0.953 -0.26
F 2.835 2.662 -1.959 -0.28
C 0.819 2.315 0.544 -0.67
C -0.495 1.966 0.828 -0.44
O -3.301 1.255 1.359 -0.63
C -4.692 1.072 1.033 1.57
C -5.400 2.370 1.371 -1.78
C -5.232 -0.039 1.929 -2.07
H -6.668 0.038 -1.052 0.36
H -5.384 -0.863 -1.876 0.44
H -5.783 -1.221 -0.186 0.37
H -5.909 2.096 -1.502 0.42
H -4.259 2.695 -1.167 0.32
H -4.528 1.505 -2.465 0.44
H -0.683 -0.940 -0.950 0.47
H 1.695 -0.341 -1.382 0.46
H 1.260 3.209 0.971 0.49
H -1.077 2.613 1.486 0.38
H -6.440 2.334 1.030 0.37
H -5.401 2.512 2.458 0.44
H -4.902 3.237 0.924 0.33
H -6.313 -0.157 1.784 0.38
H -4.731 -0.996 1.722 0.38
H -5.056 0.216 2.981 0.49
C -0.918 -3.791 2.429 -1.38
C -1.030 -2.784 3.572 -0.39
C 0.179 -2.604 4.421 2.44
C 1.225 -1.712 3.725 -0.03
C 2.201 -2.268 2.900 -0.33
C 3.140 -1.434 2.273 -0.98
C 3.149 -0.066 2.524 -0.60
C 2.151 0.493 3.322 -0.77
C 1.182 -0.329 3.914 -0.13
C 0.659 -3.980 4.918 -0.69
C -0.009 -4.317 6.038 -0.56
C -0.893 -3.183 6.523 -0.82
C -0.297 -1.986 5.771 -1.27
H -0.768 -4.806 2.813 0.42
H -1.851 -3.759 1.849 0.42
H -0.103 -3.576 1.730 0.26
H -1.361 -1.807 3.161 0.13
H -1.865 -3.101 4.222 0.20
H 2.222 -3.351 2.740 0.28
H 3.861 -1.878 1.585 0.39
H 3.907 0.579 2.069 0.49
H 2.099 1.568 3.478 0.40
H 0.395 0.133 4.519 0.28
H 1.410 -4.577 4.399 0.35
H 0.035 -5.263 6.578 0.44
H -0.914 -3.039 7.612 0.44
H -1.933 -3.361 6.187 0.29
H -0.975 -1.137 5.648 0.27
H 0.610 -1.658 6.293 0.45
```

Total energy = -40408.4673 eV
LUMO = 0.53 eV
Largest force on an atom = 2.02 eV/Å
Kohn-Sham gap = 9.455 eV
Molar mass = 444.346 g/mol
SMILES = CC1(C)OB(c2ccc(C(F)(F)F)cc2)OC1(C)C.CC[C@]1(c2ccccc2)C=CCC1

The following is a quantum chemistry calculation of a structure of composition C26H32BIrN7O6 in a non-equilibrium geometry, from OMol25.

Structure (XYZ):
```
73
Properties=species:S:1:pos:R:3:mulliken_charge:R:1
Ir -0.301 0.372 0.164 1.57
C -0.428 -2.422 -3.956 -1.26
C 0.466 -1.588 -3.158 1.23
O 0.629 -0.413 -3.436 -0.62
C 1.253 -2.225 -2.143 -1.04
C 1.832 -1.627 -1.046 0.67
C 2.749 -2.344 -0.158 -1.06
N 1.603 -0.341 -0.551 0.57
N 2.687 0.331 -0.188 -0.78
C 2.350 1.436 0.442 0.37
O 1.118 1.826 0.548 -0.88
C 3.414 2.256 1.014 0.46
C 3.038 3.218 1.997 -0.67
C 4.058 4.014 2.559 -0.55
C 5.397 3.923 2.190 -0.56
C 5.739 2.918 1.231 -0.56
C 4.783 2.132 0.669 -0.21
H -0.637 -3.350 -3.427 0.37
H 0.010 -2.751 -4.870 0.48
H -1.327 -1.822 -4.072 -0.01
H 1.391 -3.317 -2.302 0.20
H 2.966 -3.386 -0.472 0.37
H 2.273 -2.356 0.870 -0.03
H 3.724 -1.862 0.097 0.29
H 2.042 3.265 2.259 0.66
H 3.836 4.738 3.329 0.35
H 6.192 4.531 2.522 0.44
H 6.704 2.808 0.802 0.39
H 4.976 1.391 -0.169 0.32
O -1.818 -0.827 -0.156 -0.57
N -2.050 -1.277 -1.489 0.02
C -3.358 -1.612 -1.600 0.00
C -4.414 -1.273 -0.753 0.33
N -5.292 -0.945 -0.060 -0.69
C -3.750 -1.516 -2.964 0.23
N -4.190 -1.398 -4.046 -0.74
N -0.859 1.456 -1.639 -0.83
C -1.542 1.522 -2.580 0.56
N -2.406 1.552 -3.550 0.27
C -3.772 1.909 -3.335 -0.58
C -4.076 3.195 -4.082 -0.68
O -3.777 2.965 -5.488 -0.39
C -2.481 2.536 -5.754 -0.69
C -2.012 1.303 -4.948 -0.48
H -3.925 2.099 -2.266 0.44
H -4.420 1.097 -3.694 0.26
H -3.536 4.044 -3.741 0.36
H -5.130 3.417 -3.986 0.36
H -1.772 3.381 -5.611 0.34
H -2.400 2.215 -6.824 0.34
H -0.945 1.231 -5.031 0.45
H -2.473 0.426 -5.338 0.26
C 1.835 -1.288 4.142 -1.74
C 0.356 -0.952 4.198 1.74
C 0.073 -0.329 5.492 -1.80
O 0.142 0.032 3.183 -0.51
B -0.235 -0.563 1.978 0.19
O -0.606 -1.905 2.280 -0.21
C -0.607 -2.117 3.686 1.55
C -2.063 -2.004 4.235 -1.78
C -0.084 -3.555 3.987 -1.75
H 2.324 -0.359 4.442 0.54
H 2.246 -1.592 3.147 0.03
H 2.127 -2.077 4.866 0.33
H 0.809 0.405 5.837 0.40
H -0.113 -1.074 6.280 0.34
H -0.947 0.183 5.432 0.31
H -2.451 -0.936 4.044 0.32
H -2.206 -2.314 5.306 0.31
H -2.676 -2.679 3.624 0.50
H 0.858 -3.723 3.380 0.28
H -0.881 -4.173 3.597 0.53
H -0.041 -3.830 5.059 0.31
```

Multiplicity = 5
Total energy = -53708.7070 eV
LUMO (spin up / spin down) = 2.50 / 1.33 eV
Largest force on an atom = 3.94 eV/Å
Kohn-Sham gap (spin up / spin down) = 5.393 / 6.555 eV
Net charge = -1
⟨S²⟩ = 6.042
Molar mass = 741.614 g/mol

The following is a quantum chemistry calculation of a structure of composition C26H32BN8OPdS2, from OMol25.

Structure (XYZ):
```
71
Properties=species:S:1:pos:R:3:mulliken_charge:R:1
Pd 0.467 1.414 0.276 0.69
C 2.392 1.419 -3.515 -1.25
C 2.228 0.938 -2.217 -0.76
N 1.253 1.612 -1.613 0.35
N 0.790 2.530 -2.471 0.00
C 1.459 2.434 -3.627 -0.17
B -0.320 3.528 -2.046 0.16
N 0.127 4.134 -0.682 -0.02
C 0.179 5.433 -0.360 -0.07
C 0.569 5.556 0.959 -1.29
C 0.743 4.246 1.394 -0.17
N 0.476 3.404 0.398 0.20
N -1.673 2.833 -1.912 0.17
C -2.807 3.093 -2.595 -0.23
C -3.801 2.281 -2.098 -1.13
C -3.165 1.549 -1.084 -0.37
N -1.887 1.882 -0.980 0.10
H 3.101 1.093 -4.256 0.45
H 2.748 0.152 -1.695 0.56
H 1.234 3.101 -4.442 0.49
H -0.388 4.407 -2.856 -0.12
H -0.069 6.180 -1.095 0.45
H 0.706 6.460 1.525 0.42
H 1.027 3.867 2.360 0.38
H -2.824 3.837 -3.373 0.46
H -4.830 2.235 -2.409 0.44
H -3.585 0.807 -0.422 0.53
C -0.918 -1.406 3.714 -1.04
N 0.504 -1.234 3.415 0.22
C 1.273 -2.472 3.285 -1.25
C 0.992 -0.037 3.060 0.48
S -0.120 1.212 2.556 -0.33
N 2.301 0.191 3.211 0.15
C 2.943 1.390 2.681 -0.96
C 3.087 -0.488 4.245 -1.26
H -1.030 -2.344 4.253 0.39
H -1.522 -1.431 2.807 0.24
H -1.277 -0.594 4.340 0.46
H 0.633 -3.214 2.809 0.42
H 1.601 -2.863 4.248 0.38
H 2.134 -2.307 2.643 0.40
H 2.593 1.604 1.675 0.29
H 4.015 1.209 2.651 0.47
H 2.742 2.252 3.322 0.32
H 2.429 -0.976 4.958 0.41
H 3.660 0.270 4.776 0.48
H 3.781 -1.218 3.827 0.32
O 0.463 -0.633 -0.008 -0.45
S -0.917 -1.307 -0.035 0.62
C -0.511 -3.014 0.251 0.68
C -1.415 -3.784 0.965 -0.17
C -1.117 -5.119 1.209 -0.75
C 0.076 -5.654 0.749 -0.52
C 0.976 -4.866 0.037 -0.69
C 0.684 -3.537 -0.222 -0.37
C -1.432 -1.403 -1.737 0.69
C -2.746 -1.782 -1.967 -0.52
C -3.202 -1.847 -3.273 -0.79
C -2.353 -1.515 -4.321 -0.56
C -1.044 -1.128 -4.069 -0.80
C -0.570 -1.074 -2.766 -0.35
H -2.338 -3.349 1.332 0.44
H -1.814 -5.735 1.761 0.43
H 0.310 -6.692 0.944 0.43
H 1.902 -5.293 -0.322 0.44
H 1.372 -2.908 -0.771 0.38
H -3.410 -2.011 -1.142 0.44
H -4.224 -2.141 -3.472 0.43
H -2.716 -1.551 -5.339 0.43
H -0.387 -0.863 -4.886 0.48
H 0.441 -0.763 -2.553 0.24
```

Total energy = -67272.9280 eV
LUMO = -2.78 eV
Largest force on an atom = 0.20 eV/Å
Kohn-Sham gap = 8.254 eV
Net charge = +1
Molar mass = 653.963 g/mol

The following is a quantum chemistry calculation of a structure of composition C26H32BrLaO4 in a non-equilibrium geometry, from OMol25.

Structure (XYZ):
```
64
Properties=species:S:1:pos:R:3:mulliken_charge:R:1
O 1.726 0.191 -2.184 -0.07
C 1.745 -1.147 -2.733 0.42
C 3.208 -1.175 -3.074 -0.79
H 1.086 -1.200 -3.629 0.07
H 1.447 -1.947 -2.053 -0.24
C 3.072 0.412 -2.699 0.78
H 3.475 -1.479 -4.124 0.31
H 3.807 -1.691 -2.261 0.25
C 2.874 1.473 -3.842 -1.22
H 1.939 1.328 -4.454 0.15
H 3.688 1.423 -4.583 0.38
H 2.857 2.502 -3.363 0.29
C 4.038 0.765 -1.442 -1.01
H 4.256 -0.246 -0.978 0.31
H 3.448 1.406 -0.658 0.08
H 5.054 1.151 -1.813 0.37
La -0.957 -0.051 0.591 1.69
C 1.540 -0.754 2.090 -0.79
C 0.521 -1.531 2.694 0.02
C 0.101 -2.533 1.743 -1.34
H 0.256 -1.474 3.775 0.50
C 0.944 -2.402 0.589 -0.80
C 1.803 -1.292 0.811 0.11
H 2.672 -1.041 0.197 0.21
H 2.067 0.059 2.623 0.57
H -0.696 -3.285 1.918 0.43
H 1.044 -3.131 -0.222 0.54
C -0.136 2.265 2.052 -1.01
C 1.090 1.925 1.446 -0.88
C 0.964 2.146 0.058 0.27
H 2.003 1.721 1.996 0.82
C -0.379 2.538 -0.220 -1.11
C -1.067 2.600 1.033 -1.19
H -2.089 2.959 1.213 0.48
H -0.260 2.460 3.108 0.90
H 1.779 2.355 -0.646 0.72
H -0.715 2.946 -1.187 0.49
O -1.844 -0.092 -3.280 -0.32
C -1.041 0.054 -4.505 0.39
C -1.856 -0.391 -5.766 -0.60
H -0.140 -0.563 -4.347 -0.55
H -0.559 1.043 -4.612 0.23
C -3.167 -0.969 -5.201 -0.53
H -1.378 -1.156 -6.421 0.30
H -2.080 0.423 -6.484 0.27
C -3.164 -0.713 -3.685 -0.45
H -3.190 -2.046 -5.417 0.23
H -4.069 -0.597 -5.702 0.29
H -3.278 -1.684 -3.163 0.29
H -4.034 -0.072 -3.401 0.31
Br 0.721 1.115 5.241 -0.09
C -0.795 0.085 5.713 0.20
C -0.858 -0.672 6.912 -0.47
C -2.118 -0.916 7.494 -0.47
C -3.294 -0.661 6.771 -0.52
C -3.210 -0.182 5.456 -0.62
C -1.978 0.240 4.976 0.70
C -2.088 0.796 3.611 0.22
O -2.423 1.967 3.432 -0.58
O -1.839 -0.101 2.653 -0.48
H 0.040 -0.995 7.434 0.43
H -2.200 -1.305 8.535 0.34
H -4.296 -0.822 7.196 0.36
H -4.065 -0.033 4.792 0.42
```

Total energy = -106569.8988 eV
LUMO = -0.48 eV
Largest force on an atom = 3.23 eV/Å
Kohn-Sham gap = 6.627 eV
Molar mass = 627.348 g/mol